{
  "formula": "C7H17N3O",
  "method": "wB97M-V/def2-TZVPD",
  "species": ["C", "H", "H", "H", "H", "N", "H", "C", "H", "H", "H", "H", "H", "C", "H", "H", "C", "H", "C", "N", "H", "H", "N", "H", "H", "C", "O", "C"],
  "positions_angstrom": [[0.53456, 2.09518, 0.04822], [1.82886, -1.06559, -1.35884], [-2.73086, -0.30492, -1.52378], [-1.66681, 1.55264, -0.92146], [1.19418, 0.75241, -1.65956], [-0.50760, 1.36690, 0.92428], [-0.00907, -0.29007, 1.32716], [-0.86218, -1.48809, -0.27470], [2.19785, 2.08619, -1.28260], [1.22798, 2.56457, 0.71675], [1.14339, -2.80105, -0.04611], [-0.51917, -1.39780, -1.29004], [3.30405, -1.38586, -0.59160], [-2.04501, -0.38364, 0.06870], [-2.23651, -0.71642, 1.28518], [0.08827, 2.82038, -0.61495], [1.28637, -1.78808, 0.47686], [3.74249, 0.66407, -0.72687], [1.56457, 1.23732, -0.75914], [0.01682, -1.24784, 0.72635], [-0.76907, 1.90540, 1.80286], [1.91472, -2.12785, 1.42909], [2.69827, 0.35551, 0.01498], [-1.37793, -2.38555, -0.14579], [-2.59586, 1.72500, 0.83042], [2.25793, -1.04730, -0.22842], [-3.23400, -0.52024, -0.71872], [-1.78906, 1.24867, 0.14526]],
  "forces_ev_per_angstrom": [[0.700, -2.120, 1.798], [0.583, 0.277, 1.744], [-1.449, -0.239, -0.674], [-0.407, 0.521, 0.974], [-0.363, -0.748, 0.371], [-0.207, 2.888, -0.686], [-0.112, -2.653, -2.574], [-4.100, 4.241, -0.474], [-1.110, -1.269, 1.167], [-0.018, 0.787, 0.627], [0.359, 1.351, 0.464], [0.408, 0.221, -0.811], [-1.720, -1.415, 1.667], [-0.776, -0.080, 3.810], [0.045, 0.939, -3.434], [-0.254, 0.204, -0.192], [1.621, -4.461, 4.403], [-4.308, -1.793, 2.989], [2.719, 2.166, -0.244], [2.950, 2.066, 4.148], [1.078, -0.474, -1.724], [-1.866, 0.495, -0.822], [-0.599, 3.040, -3.301], [-0.914, -1.915, -0.144], [0.840, -0.825, -2.088], [4.425, 2.238, -8.387], [1.763, -0.189, -0.240], [0.712, -3.252, 1.637]],
  "nbo_charge": [-0.244, 0.116, 0.453, 0.182, 0.182, -0.662, 0.447, -0.217, 0.190, 0.210, 0.206, 0.156, 0.224, 0.103, 0.164, 0.189, -0.233, 0.354, -0.243, -0.709, 0.377, 0.169, -0.606, 0.183, 0.217, -0.247, -0.709, -0.256],
  "orbital_gap_ev": 8.4,
  "e_above_lowest_kj_mol": 640.9,
  "fmax_ev_per_a": 9.7,
  "e_tot_ha": -516.1617,
  "homo_energy_ev": -7.78,
  "lumo_energy_ha": 0.021
}

{
  "formula": "C7H17N3O2",
  "method": "wB97M-V/def2-TZVPD",
  "species": ["O", "H", "H", "C", "C", "H", "C", "O", "H", "H", "H", "C", "H", "H", "N", "H", "H", "H", "N", "H", "H", "N", "C", "H", "C", "H", "H", "C", "H"],
  "positions_angstrom": [[3.99973, 1.53989, -1.00740], [2.11000, 0.67222, 2.08701], [0.81865, -0.16837, 1.12303], [-5.19132, 1.42410, -0.00110], [-1.50340, -0.64409, -1.14125], [-0.72476, -0.88727, -0.39315], [1.88028, -0.00137, 1.26662], [2.70613, -1.15975, 1.17685], [4.28298, 1.01776, 1.01797], [-4.73538, 2.41792, 0.05606], [-2.63432, 1.18950, 0.04947], [5.18880, -0.40761, -0.35929], [6.12936, 0.11008, -0.51210], [-6.21259, 1.47386, 0.38532], [-3.10348, 0.31711, 0.34590], [-4.43210, -1.69476, -0.01582], [-5.28026, 1.09835, -1.04191], [4.93028, -0.94657, -1.27232], [-3.60489, -1.79968, -0.64066], [-1.30607, 0.37396, -1.52448], [-1.34407, -1.36729, -1.94447], [-4.43456, 0.41654, 0.78083], [2.76954, -0.17786, 0.13834], [2.30530, -0.46597, -0.81308], [4.07919, 0.56742, 0.02976], [-4.37104, 0.73320, 1.74934], [5.33853, -1.14917, 0.42599], [-2.83770, -0.76159, -0.47215], [3.16680, 2.01973, -0.90052]],
  "forces_ev_per_angstrom": [[-0.307, 0.141, 0.274], [0.191, 0.054, -0.104], [-0.050, -0.127, 0.052], [-0.094, -0.585, 0.209], [0.884, -0.168, 0.053], [-0.273, 0.277, -0.238], [-0.553, 0.080, 0.543], [-0.126, 0.209, -0.296], [0.104, 0.022, -0.334], [-0.008, 0.026, -0.125], [-0.532, -0.584, 0.314], [-0.134, -0.013, 0.270], [0.091, 0.170, -0.067], [0.159, 0.050, 0.110], [0.143, 0.539, -0.121], [0.607, 0.019, -0.619], [0.249, 0.033, 0.152], [-0.050, 0.140, -0.043], [0.789, 1.565, 0.828], [-0.112, -0.398, 0.170], [-0.436, 0.139, 0.094], [-0.047, 1.141, 0.328], [0.126, -0.038, -0.258], [0.312, -0.074, 0.184], [0.239, -0.637, -0.205], [-0.296, -0.217, -0.269], [-0.080, 0.058, 0.051], [-1.033, -1.848, -0.907], [0.236, 0.028, -0.047]],
  "nbo_charge": [-0.710, 0.181, 0.178, -0.435, -0.673, 0.224, -0.114, -0.484, 0.161, 0.170, 0.352, -0.622, 0.220, 0.210, -0.484, 0.349, 0.209, 0.212, -0.702, 0.205, 0.249, -0.446, 0.024, 0.189, 0.076, 0.353, 0.223, 0.419, 0.465],
  "orbital_gap_ev": 9.6,
  "e_above_lowest_kj_mol": 147.4,
  "fmax_ev_per_a": 2.3,
  "smiles": "C[C@@H](O)[C@@H]1CO1.[H]/N=C(/C)NNC",
  "e_tot_ha": -591.5705,
  "homo_energy_ev": -9.12,
  "lumo_energy_ha": 0.018
}

{
  "formula": "C7H17N5",
  "method": "wB97M-V/def2-TZVPD",
  "species": ["H", "C", "H", "H", "H", "C", "N", "C", "N", "N", "H", "H", "N", "H", "H", "H", "C", "C", "H", "C", "N", "C", "H", "H", "H", "H", "H", "H", "H"],
  "positions_angstrom": [[1.35355, -1.07752, -2.74416], [-0.83355, 1.18192, 1.31431], [1.90178, -1.09011, 2.07479], [3.17791, -1.35788, 0.27070], [-1.21265, -2.40084, -0.18356], [0.26808, 1.15541, 0.26073], [1.55976, -0.19257, 1.72387], [1.01660, -0.10486, 0.48758], [-1.66283, -0.84823, -1.59696], [-3.25505, -1.99609, -0.28774], [0.06201, 1.36418, -0.83765], [-0.52046, -0.04197, -3.14224], [0.80364, -0.97187, -1.88257], [-1.39023, 0.18015, 1.45657], [1.15264, 3.16905, -0.14389], [-0.35871, 1.47014, 2.20669], [-2.06187, -1.73401, -0.72089], [-0.43269, -0.51935, -2.21612], [-3.26880, -2.79899, 0.36598], [1.38743, -1.00888, -0.64784], [2.60136, -1.72185, -0.41914], [1.20608, 2.38194, 0.51876], [-4.22984, -1.62181, -0.76627], [-2.33953, -0.27492, -1.95969], [-1.52307, 1.96131, 1.05482], [1.29251, 0.59350, 2.30903], [2.88324, -2.44124, -1.06052], [2.19130, 2.01057, 0.24066], [1.31539, 2.72836, 1.54108]],
  "forces_ev_per_angstrom": [[0.365, -0.204, 0.929], [-1.692, -1.482, -1.501], [-0.127, 0.751, 0.275], [1.445, 0.437, 1.208], [-1.936, 1.724, -1.546], [0.166, 1.500, -0.834], [-0.463, -1.046, -1.484], [1.239, -0.951, -2.166], [2.175, -0.657, -0.052], [-3.620, 0.387, -0.975], [-0.609, -0.978, 1.422], [-0.326, 0.628, -1.068], [0.530, -1.026, -0.439], [0.810, 1.605, -0.217], [-1.153, 1.873, -1.258], [0.123, 0.225, 1.453], [3.853, -2.358, 1.853], [-1.479, -0.311, 1.389], [-0.729, 0.892, -0.608], [3.045, 0.711, 3.683], [-4.811, 0.797, -2.376], [1.840, -2.438, 0.714], [3.341, -1.312, 1.789], [-2.327, 1.652, -1.183], [-0.608, 0.326, 0.106], [0.502, -0.696, 0.491], [0.384, -0.106, 0.010], [0.485, 0.025, 0.209], [-0.426, 0.031, 0.177]],
  "lowdin_spin": [0.010, 0.017, 0.005, 0.005, 0.004, 0.032, 0.209, 0.241, 0.058, 0.103, 0.007, 0.023, 0.206, 0.000, 0.000, 0.002, 0.092, 0.528, 0.001, 0.256, 0.179, 0.010, 0.001, -0.001, 0.001, 0.004, 0.006, 0.000, 0.002],
  "orbital_gap_ev": [8.2, 9.4],
  "s2": 2.01,
  "spin_multiplicity": 3,
  "fmax_ev_per_a": 5.4,
  "charge": 2,
  "e_tot_ha": -549.9927,
  "homo_energy_ev": [-14.48, -18.19],
  "lumo_energy_ha": [-0.233, -0.322]
}

{
  "formula": "C7H17NO",
  "method": "wB97M-V/def2-TZVPD",
  "species": ["H", "H", "H", "N", "H", "C", "H", "H", "C", "H", "H", "C", "C", "H", "H", "C", "H", "C", "H", "H", "H", "H", "C", "O", "H", "H"],
  "positions_angstrom": [[-2.27122, 2.16091, 0.02000], [-2.69433, -0.11507, -0.93308], [-2.63425, 2.37945, -1.70233], [0.70366, -0.78584, 1.66048], [3.18775, -1.38418, 1.35222], [-1.84085, 2.26400, -0.97201], [0.51399, 1.32040, 1.63980], [-0.14695, 0.95339, -0.54417], [-1.71556, -0.27853, -1.40211], [-1.84625, -0.42307, -2.46696], [-1.19621, 3.14750, -0.87311], [0.46425, -1.48711, -0.64802], [2.70035, -1.40726, 0.38425], [-1.44335, -1.60002, 0.30965], [-1.34039, -2.34804, -1.23467], [1.19834, -1.22665, 0.44399], [1.30828, -0.95442, 2.45103], [-1.04083, -1.46223, -0.69699], [0.95914, -1.68294, -1.58199], [0.68048, 2.49477, 2.58434], [-0.29157, -0.85682, 1.82845], [-0.42040, 1.18762, -2.19862], [-0.94989, 1.06680, -1.25220], [0.41891, 2.29143, 1.66754], [3.00775, -2.35202, -0.07904], [3.14035, -0.57849, -0.17880]],
  "forces_ev_per_angstrom": [[-0.311, -0.127, 0.133], [-0.098, -0.261, -0.301], [-0.052, 0.182, -0.211], [0.105, 0.152, -0.494], [-0.159, 0.021, 0.314], [0.967, 0.014, 0.719], [0.083, 0.116, -0.020], [0.039, 0.198, 0.604], [0.204, 1.260, 1.009], [-0.238, -0.458, -0.209], [-0.368, 0.067, -0.378], [-0.624, 0.429, 0.376], [0.265, 0.337, -0.146], [-0.033, 0.212, -0.003], [-0.275, -0.598, -0.173], [0.326, -0.669, -0.378], [-0.134, -0.009, 0.415], [0.298, -0.165, -0.156], [0.371, -0.244, -0.156], [-0.073, -0.048, -0.329], [0.040, -0.098, 0.210], [0.100, 0.373, -0.124], [-0.218, -0.754, -0.912], [0.029, -0.038, 0.379], [-0.287, 0.172, -0.083], [0.045, -0.062, -0.087]],
  "lowdin_spin": [0.014, 0.004, 0.001, 0.094, 0.048, 0.024, 0.022, 0.008, 0.006, 0.000, 0.008, 0.015, 0.112, 0.024, 0.003, 0.081, 0.128, 0.037, 0.001, 0.058, 0.083, 0.002, 0.020, 0.185, 0.010, 0.013],
  "orbital_gap_ev": [2.8, 8.2],
  "e_above_lowest_kj_mol": 0.0,
  "s2": 0.75,
  "spin_multiplicity": 2,
  "fmax_ev_per_a": 1.6,
  "charge": -1,
  "e_tot_ha": -406.8466,
  "homo_energy_ev": [1.03, -4.50],
  "lumo_energy_ha": [0.141, 0.136]
}